Run one
Computed, not measured: a cluster of 3 separate species, C5H13NO2 in total, with ωB97M-V/def2-TZVPD.

Atoms and positions in Å:
C -2.068 2.892 -1.891
C -1.718 1.598 -1.822
C -0.808 0.997 -0.868
C 0.319 0.308 -1.246
C 1.222 -0.442 -0.319
N 0.506 -1.533 0.364
H -2.668 3.348 -2.742
H -1.567 3.600 -1.259
H -2.365 0.801 -2.392
H -1.061 1.181 0.095
H 0.374 0.167 -2.332
H 2.102 -0.898 -0.711
H 1.591 0.326 0.273
H -0.229 -1.097 0.957
H 0.113 -2.234 -0.235
O -1.385 -0.225 2.211
H -1.653 -1.018 2.679
H -2.200 0.028 1.821
O 4.145 -2.823 2.586
H 3.724 -2.892 1.783
H 3.626 -2.083 3.049

## Properties
LUMO	0.522	eV
SMILES	C=C/C=C/CN.O.O
HOMO energy	-8.58	eV
net charge	0
orbital gap	9.11	eV

***

Run two
Computed, not measured: an isolated molecule of C5H13NO2, with ωB97M-V/def2-TZVPD.

Atoms and positions in Å:
C -0.614 -1.594 -0.882
N -0.557 -0.503 0.079
C -1.510 0.669 -0.352
O -2.825 0.219 -0.393
C 0.745 0.024 0.346
C 1.565 0.532 -0.837
C 0.739 1.031 1.498
O 1.488 -1.236 0.838
H -0.091 -2.455 -0.473
H -0.191 -1.362 -1.866
H -1.658 -1.865 -1.044
H -1.296 1.050 -1.360
H -1.417 1.474 0.382
H -3.025 -0.203 0.451
H 1.182 1.487 -1.189
H 1.564 -0.171 -1.666
H 2.597 0.647 -0.518
H 0.003 0.745 2.247
H 1.728 1.025 1.951
H 0.530 2.042 1.155
H 1.042 -1.557 1.631

## Properties
LUMO	0.848	eV
SMILES	CN(CO)C(C)(C)O
HOMO energy	-9.07	eV
net charge	0
orbital gap	9.91	eV

***

Which of them is most stable, and which least? Most stable: run two; least stable: run one.

***

Run one
Computed, not measured: a cluster of 2 separate species, C5H13NO2 in total, with ωB97M-V/def2-TZVPD.

Atoms and positions in Å:
C -1.766 1.083 0.091
C -0.566 0.794 -0.825
N 0.736 0.572 -0.195
C 1.066 1.535 0.845
C 1.178 -0.725 -0.027
C 1.147 -1.621 -1.221
O 1.648 -1.093 1.039
H -1.564 0.950 1.149
H -2.037 2.143 0.057
H -2.663 0.567 -0.238
H -0.426 1.618 -1.528
H -0.880 -0.037 -1.427
H 1.744 1.200 1.612
H 0.179 1.938 1.346
H 1.338 2.456 0.308
H 1.432 -1.091 -2.129
H 1.822 -2.475 -1.184
H 0.150 -2.056 -1.329
O -1.123 -1.948 0.959
H -0.387 -2.556 1.075
H -1.029 -1.253 1.622

## Properties
LUMO	0.839	eV
SMILES	CCN(C)C(C)=O.O
HOMO energy	-9.10	eV
net charge	0
orbital gap	9.93	eV

***

Run two
Computed, not measured: a cluster of 3 separate species, C5H13NO2 in total, with ωB97M-V/def2-TZVPD.

Atoms and positions in Å:
N 1.171 0.669 -0.837
C 0.233 0.195 0.034
C 0.120 -1.294 0.224
C -2.061 2.236 2.354
C -1.293 1.026 1.891
C -0.498 1.135 0.785
H 1.803 -0.131 -0.983
H 0.787 0.898 -1.756
H -0.401 -1.808 -0.575
H 1.107 -1.690 0.448
H -1.753 2.640 3.301
H -3.138 2.168 2.170
H -1.785 2.966 1.590
H -1.538 0.008 2.189
H -0.274 2.176 0.535
H 1.361 -1.652 -2.538
H 0.762 -2.322 -3.835
O 0.546 -1.640 -3.189
H 3.060 -2.409 -1.507
H -0.534 -1.369 1.099
O 2.324 -1.802 -1.402

## Properties
LUMO	-2.097	eV
HOMO energy	-7.87	eV
net charge	0
orbital gap	5.77	eV

***

Which of them is most stable, and which least? Most stable: run one; least stable: run two.